Arrangement one

Molecular formula: C3H12N2O2
Method: DFT, ωB97M-V/def2-TZVPD

The geometry in ORCA input format:
```
! RIJCOSX wB97M-V def2-TZVPD def2/J DEFGRID3
* xyz 0 1
N 2.701 0.153 -1.004
C 1.830 0.859 -0.061
C 0.373 0.965 -0.272
N -0.204 -0.388 -0.193
C -1.568 -0.446 -0.698
O -2.147 -1.740 -0.633
H 2.491 -0.830 -0.868
H 2.503 0.520 -1.914
H 2.184 1.837 0.115
H 1.921 0.170 0.800
H -0.087 1.474 0.619
H 0.176 1.575 -1.137
H 0.291 -1.086 -0.723
H -2.226 0.195 -0.097
H -1.596 -0.118 -1.727
H -1.944 -2.179 0.242
O -1.513 -0.674 2.644
H -0.982 -0.237 1.938
H -2.204 -0.051 2.966
*
```

The SMILES is NCCNCO.O. As for the LUMO energy: 0.80 eV. The gap between HOMO and LUMO is 10.5 eV.

=====

Arrangement two

Molecular formula: C3H12N2O2
Method: DFT, ωB97M-V/def2-TZVPD

The geometry in ORCA input format:
```
! RIJCOSX wB97M-V def2-TZVPD def2/J DEFGRID3
* xyz 0 1
N 2.097 -1.674 -0.165
C 1.214 -0.881 -0.987
C 0.408 0.074 -0.050
N 1.533 0.940 0.389
C -0.801 0.688 -0.766
O -1.987 -0.129 -0.246
H 1.766 -1.531 0.820
H 1.977 -2.745 -0.164
H 0.566 -1.529 -1.681
H 1.738 -0.177 -1.655
H 0.136 -0.463 0.813
H 2.228 0.755 -0.263
H 1.640 0.607 1.308
H -0.838 1.754 -0.388
H -0.551 0.659 -1.853
H -2.528 -0.608 -0.890
O -2.974 1.780 1.833
H -2.612 1.092 1.195
H -3.012 1.388 2.748
*
```

The SMILES is NC[C@@H](N)CO.O. As for the LUMO energy: 0.66 eV. The gap between HOMO and LUMO is 9.9 eV.

=====

Quick one: least stable of them? arrangement two

=====

Arrangement one

Molecular formula: C3H12N2O2
Method: DFT, ωB97M-V/def2-TZVPD

The geometry in ORCA input format:
```
! RIJCOSX wB97M-V def2-TZVPD def2/J DEFGRID3
* xyz 0 1
C 0.568 -1.564 1.308
C 0.647 -1.392 -0.244
N 0.823 -2.651 -0.743
C 0.536 -0.308 -1.020
N 1.218 -0.393 -2.279
H 0.590 -0.563 1.866
H -0.365 -2.025 1.670
H 1.438 -1.979 1.789
H 0.254 -3.234 -0.125
H 0.696 -2.611 -1.766
H 0.268 0.623 -0.529
H 1.839 -1.248 -2.103
H 1.780 0.450 -2.200
O 2.351 1.465 0.612
H 2.009 2.381 0.313
H 3.359 1.639 0.707
O -5.490 3.672 1.681
H -5.143 2.951 1.178
H -6.403 3.415 1.741
*
```

The SMILES is C/C(N)=C/N.O.O. As for the LUMO energy: 0.54 eV. The gap between HOMO and LUMO is 7.6 eV.

=====

Arrangement two

Molecular formula: C3H12N2O2
Method: DFT, ωB97M-V/def2-TZVPD

The geometry in ORCA input format:
```
! RIJCOSX wB97M-V def2-TZVPD def2/J DEFGRID3
* xyz 0 1
C 0.633 2.674 -1.097
C 0.799 1.192 -0.799
N -0.474 0.478 -0.499
C -0.330 -0.624 0.145
N 0.610 -1.613 -0.072
H 0.902 2.915 -2.123
H -0.468 2.912 -1.110
H 1.276 3.215 -0.398
H 1.453 0.699 -1.580
H 1.394 1.001 0.104
H -1.155 -0.919 0.802
H 1.499 -1.122 -0.211
H 0.691 -2.339 0.630
O -1.483 -3.753 5.072
H -0.645 -3.362 5.318
H -1.506 -4.624 5.473
O -1.463 1.022 -3.174
H -0.741 0.878 -2.545
H -0.991 1.370 -3.935
*
```

The SMILES is CC/N=C\N.O.O. As for the LUMO energy: 0.57 eV. The gap between HOMO and LUMO is 9.6 eV.

=====

Arrangement three

Molecular formula: C3H12N2O2
Method: DFT, ωB97M-V/def2-TZVPD

The geometry in ORCA input format:
```
! RIJCOSX wB97M-V def2-TZVPD def2/J DEFGRID3
* xyz 0 1
N -1.361 -1.763 -1.236
C -0.669 -1.621 0.057
C 0.643 -0.811 0.028
N 0.718 0.000 1.247
C 1.859 -1.746 0.006
O 3.024 -0.961 -0.030
H -1.627 -0.854 -1.573
H -0.787 -2.256 -1.903
H -0.470 -2.605 0.468
H -1.340 -1.000 0.652
H 0.787 -0.163 -0.847
H 1.534 0.603 1.234
H -0.054 0.655 1.308
H 1.789 -2.262 0.974
H 1.675 -2.451 -0.787
H 3.775 -1.489 0.253
O -3.221 6.572 0.030
H -3.934 5.940 0.054
H -2.342 6.211 0.064
*
```

The SMILES is NC[C@@H](N)CO.O. As for the LUMO energy: 0.78 eV. The gap between HOMO and LUMO is 10.0 eV.

=====

Arrangement four

Molecular formula: C3H12N2O2
Method: DFT, ωB97M-V/def2-TZVPD

The geometry in ORCA input format:
```
! RIJCOSX wB97M-V def2-TZVPD def2/J DEFGRID3
* xyz 0 1
N 1.587 0.128 -1.285
C 1.736 1.142 -0.249
C 1.591 0.430 1.098
O 2.416 -0.674 1.168
O 0.072 0.060 1.179
H 1.738 0.521 -2.206
H 0.645 -0.248 -1.255
H 2.740 1.568 -0.320
H 1.006 1.961 -0.301
H 1.852 1.094 1.934
H 2.414 -1.070 0.278
H 0.319 -0.362 2.047
C -2.713 -0.847 -0.826
N -2.523 -0.657 0.598
H -2.470 0.031 -1.443
H -2.099 -1.685 -1.157
H -3.758 -1.106 -1.016
H -1.475 -0.418 0.841
H -3.076 0.133 0.917
*
```

The SMILES is NCC(O)O.CN. As for the LUMO energy: 0.76 eV. The gap between HOMO and LUMO is 9.3 eV.

=====

Quick one: least stable of them? arrangement one

=====

Arrangement one

Molecular formula: C3H12N2O2
Method: DFT, ωB97M-V/def2-TZVPD

The geometry in ORCA input format:
```
! RIJCOSX wB97M-V def2-TZVPD def2/J DEFGRID3
* xyz 0 1
N 0.954 0.467 -2.080
C 1.487 -0.491 -1.163
C 1.311 0.094 0.239
N -0.116 0.343 0.499
C -0.313 0.752 1.960
O -1.749 0.596 2.147
H 0.974 0.135 -3.058
H 1.518 1.311 -2.040
H 2.600 -0.747 -1.518
H 0.991 -1.621 -1.433
H 1.552 -0.809 0.989
H 2.117 0.839 0.472
H -0.506 1.165 -0.091
H 0.248 0.116 2.768
H -0.066 1.768 2.133
H -1.937 -0.357 1.891
O -1.507 -1.537 -1.278
H -0.806 -0.929 -1.805
H -1.423 -1.143 -0.411
*
```

The SMILES is NCCNCO.O. As for the LUMO energy: 0.76 eV. The gap between HOMO and LUMO is 10.4 eV.

=====

Arrangement two

Molecular formula: C3H12N2O2
Method: DFT, ωB97M-V/def2-TZVPD

The geometry in ORCA input format:
```
! RIJCOSX wB97M-V def2-TZVPD def2/J DEFGRID3
* xyz 0 1
C 0.298 0.012 1.749
C -0.112 -0.845 0.588
N -1.459 -0.681 0.212
C 0.730 -1.592 -0.129
N 0.495 -2.157 -1.426
H 0.762 0.942 1.448
H -0.489 0.177 2.491
H 0.946 -0.557 2.424
H -2.114 -0.483 0.946
H -1.800 -1.185 -0.586
H 1.753 -1.689 0.213
H 1.196 -1.829 -2.063
H -0.454 -2.020 -1.723
O 4.360 1.645 -0.394
H 3.588 2.043 0.027
H 3.974 0.858 -0.809
O -3.610 2.225 -1.027
H -3.545 3.144 -0.755
H -4.520 1.991 -1.187
*
```

The SMILES is C/C(N)=C/N.O.O. As for the LUMO energy: 0.70 eV. The gap between HOMO and LUMO is 7.9 eV.

=====

Arrangement three

Molecular formula: C3H12N2O2
Method: DFT, ωB97M-V/def2-TZVPD

The geometry in ORCA input format:
```
! RIJCOSX wB97M-V def2-TZVPD def2/J DEFGRID3
* xyz 0 1
C 0.988 0.267 -1.873
C 0.166 -0.248 -0.692
N 0.876 0.025 0.529
C 0.326 0.428 1.583
N -0.988 0.810 1.781
H 1.044 1.361 -1.896
H 2.031 -0.066 -1.830
H 0.631 -0.144 -2.826
H -0.788 0.296 -0.697
H 0.053 -1.320 -0.840
H 0.978 0.757 2.385
H -1.698 0.441 1.161
H -1.220 1.154 2.690
O -3.380 0.581 -0.306
H -3.279 0.471 -1.257
H -3.345 1.534 -0.166
O 2.340 -2.333 0.482
H 2.176 -1.397 0.735
H 3.091 -2.617 1.036
*
```

The SMILES is CC/N=C\N.O.O. As for the LUMO energy: 0.58 eV. The gap between HOMO and LUMO is 9.7 eV.

=====

Quick one: least stable of them? arrangement one

=====

Arrangement one

Molecular formula: C3H12N2O2
Method: DFT, ωB97M-V/def2-TZVPD

The geometry in ORCA input format:
```
! RIJCOSX wB97M-V def2-TZVPD def2/J DEFGRID3
* xyz 0 1
N 0.254 -0.089 2.318
C -0.740 -0.962 1.673
C -1.347 -0.167 0.549
N -0.416 0.432 -0.375
C -0.785 0.614 -1.753
O 0.306 0.916 -2.581
H 1.000 -0.624 2.739
H -0.216 0.373 3.088
H -1.598 -1.309 2.254
H -0.260 -1.842 1.243
H -1.868 -0.875 -0.128
H -2.221 0.455 0.801
H 0.179 1.136 0.039
H -1.319 -0.246 -2.150
H -1.552 1.419 -1.792
H 0.747 1.684 -2.204
O 2.345 -0.726 0.194
H 2.787 -1.270 -0.469
H 1.435 -0.709 -0.169
*
```

The SMILES is NCCNCO.O. As for the LUMO energy: 0.95 eV. The gap between HOMO and LUMO is 9.7 eV.

=====

Arrangement two

Molecular formula: C3H12N2O2
Method: DFT, ωB97M-V/def2-TZVPD

The geometry in ORCA input format:
```
! RIJCOSX wB97M-V def2-TZVPD def2/J DEFGRID3
* xyz 0 1
C -0.701 1.683 1.482
C 0.337 0.667 1.093
N 0.111 -0.596 1.637
C 1.279 1.014 0.221
N 2.372 0.229 -0.211
H -1.682 1.235 1.629
H -0.426 2.259 2.371
H -0.865 2.484 0.765
H -0.385 -0.590 2.496
H 0.876 -1.251 1.612
H 1.308 2.027 -0.165
H 2.881 -0.310 0.462
H 2.597 0.150 -1.178
O -2.499 0.245 -1.743
H -2.063 0.668 -2.492
H -2.247 -0.660 -1.955
O -0.320 -2.596 -1.731
H -0.256 -2.556 -0.770
H 0.002 -1.717 -1.969
*
```

The SMILES is C/C(N)=C/N.O.O. As for the LUMO energy: 0.64 eV. The gap between HOMO and LUMO is 8.1 eV.

=====

Arrangement three

Molecular formula: C3H12N2O2
Method: DFT, ωB97M-V/def2-TZVPD

The geometry in ORCA input format:
```
! RIJCOSX wB97M-V def2-TZVPD def2/J DEFGRID3
* xyz 0 1
C 0.041 -0.394 -0.445
C -0.159 -1.107 0.909
N 0.619 -2.235 1.213
C -0.995 -0.577 1.792
N -1.266 -1.101 3.079
H 0.895 0.257 -0.255
H -0.842 0.228 -0.677
H 0.120 -1.060 -1.321
H 0.186 -2.930 1.814
H 1.016 -2.591 0.343
H -1.804 0.057 1.374
H -0.498 -1.233 3.709
H -2.192 -0.878 3.384
O -1.387 2.938 -4.676
H -2.235 2.546 -4.455
H -1.119 3.340 -3.839
O 3.085 1.605 -1.041
H 2.705 1.103 -0.312
H 3.827 2.033 -0.596
*
```

The SMILES is C/C(N)=C/N.O.O. As for the LUMO energy: 0.70 eV. The gap between HOMO and LUMO is 7.9 eV.

=====

Quick one: least stable of them? arrangement three

=====

Arrangement one

Molecular formula: C3H9O3
Method: DFT, ωB97M-V/def2-TZVPD

The geometry in ORCA input format:
```
! RIJCOSX wB97M-V def2-TZVPD def2/J DEFGRID3
* xyz -1 1
C -1.058 0.076 0.639
C 0.277 -0.533 0.409
O 1.181 0.077 -0.605
C -2.197 -0.438 -0.373
O -3.425 -0.253 0.014
H -1.053 1.159 0.545
H -1.401 -0.144 1.653
H 0.964 -0.496 1.258
H 0.229 -1.590 0.139
H 0.616 0.728 -1.038
H -1.847 0.065 -1.342
H -1.918 -1.519 -0.568
H 3.963 1.051 0.046
H 2.431 0.603 -0.216
O 3.238 1.212 -0.562
*
```

As for the LUMO energy: 3.56 eV. The gap between HOMO and LUMO is 6.2 eV.

=====

Arrangement two

Molecular formula: C3H9O3
Method: DFT, ωB97M-V/def2-TZVPD

The geometry in ORCA input format:
```
! RIJCOSX wB97M-V def2-TZVPD def2/J DEFGRID3
* xyz -1 1
C 0.086 0.934 1.107
O -0.554 -0.031 1.740
C 0.486 0.604 -0.444
C 1.259 -0.649 -0.622
O 0.779 -1.363 -1.789
H -0.375 1.948 1.173
H 1.122 1.120 1.594
H 1.103 1.483 -0.677
H -0.469 0.599 -1.000
H 2.327 -0.533 -0.857
H 1.231 -1.273 0.287
H -0.159 -1.542 -1.696
H -2.588 0.072 -0.093
H -1.654 -0.599 0.864
O -2.595 -0.769 0.414
*
```

As for the LUMO energy: 4.13 eV. The gap between HOMO and LUMO is 7.4 eV.

=====

Arrangement three

Molecular formula: C3H9O3
Method: DFT, ωB97M-V/def2-TZVPD

The geometry in ORCA input format:
```
! RIJCOSX wB97M-V def2-TZVPD def2/J DEFGRID3
* xyz -1 1
C 0.002 -0.541 0.736
O -1.024 0.314 0.270
C 1.270 0.344 0.800
C 1.347 1.062 -0.549
O 0.266 0.742 -1.318
H -0.153 -1.126 1.640
H 0.211 -1.251 -0.080
H 2.066 -0.386 1.045
H 1.215 1.001 1.667
H 1.389 2.152 -0.305
H 2.309 0.913 -1.113
H -0.358 0.582 -0.730
H -2.160 -0.988 -0.419
H -3.562 -1.152 -0.955
O -2.817 -1.666 -0.688
*
```

As for the LUMO energy: 4.36 eV. The gap between HOMO and LUMO is 7.7 eV.

=====

Arrangement four

Molecular formula: C3H9O3
Method: DFT, ωB97M-V/def2-TZVPD

The geometry in ORCA input format:
```
! RIJCOSX wB97M-V def2-TZVPD def2/J DEFGRID3
* xyz -1 1
C -0.384 -0.378 -0.688
O -0.884 0.728 -1.285
C 1.087 -0.157 -0.129
C 1.058 0.512 1.236
O 2.348 0.650 1.827
H -0.966 -0.716 0.192
H -0.246 -1.189 -1.438
H 1.556 0.530 -0.847
H 1.595 -1.134 -0.087
H 0.625 1.509 1.177
H 0.453 -0.126 1.888
H 2.961 0.275 1.185
H -3.298 -0.922 -0.962
H -2.507 0.393 -1.182
O -3.398 0.026 -0.887
*
```

As for the LUMO energy: 3.80 eV. The gap between HOMO and LUMO is 6.9 eV.

=====

Quick one: least stable of them? arrangement three